No. 1
39
Properties=species:S:1:pos:R:3:forces:R:3:nbo_charge:R:1 method="wB97M-V/def2-TZVPD" orbital_gap_ha=0.4069 total_energy_ha=-993.7496 homo_energy_ev=-11.109 molar_mass_da=234.2 relative_energy_ev=0.643
O -0.50792 -0.13671 -0.15756 -0.56 -0.44 -0.88 -1.006
H -0.05350 0.21410 0.59712 0.51 0.70 0.59 0.496
H -0.07483 0.21865 -0.95159 0.12 -0.11 0.19 0.504
O -0.10299 -2.88029 2.33017 0.38 -0.35 -0.34 -0.985
H -0.54045 -2.15619 2.79585 -0.13 0.27 0.10 0.509
H 0.33175 -3.44948 2.97515 -0.18 0.19 0.02 0.477
O 0.51037 1.94008 1.86478 -0.68 0.01 0.15 -0.969
H 1.40220 2.00166 1.53271 0.36 0.15 -0.38 0.492
H 0.48042 1.21738 2.49001 -0.05 -0.23 0.39 0.477
O 0.30867 -1.89673 -2.99984 0.84 -0.38 0.75 -0.961
H 0.82601 -2.27123 -2.25374 -0.39 0.17 -0.57 0.483
H -0.56821 -1.81323 -2.61545 -0.37 0.09 -0.04 0.493
O -1.40247 -0.44395 2.84366 0.05 -0.37 1.04 -0.984
H -1.98651 -0.15407 2.14222 -0.11 0.49 -0.40 0.509
H -1.86490 -0.15859 3.65242 0.32 -0.08 -0.48 0.488
O -2.80122 0.23866 -2.13517 0.06 0.16 0.29 -0.957
H -2.87910 -0.62665 -1.70740 0.05 0.00 0.03 0.487
H -2.55038 0.83307 -1.41029 -0.03 -0.31 -0.32 0.466
O 1.97132 -2.16521 0.32688 -0.68 -0.16 0.37 -0.996
H 2.46897 -2.98662 0.33521 -0.04 -0.15 0.08 0.477
H 1.21097 -2.30010 0.94292 0.47 -0.04 -0.33 0.518
O 2.16745 2.40960 -0.29632 0.24 0.02 0.09 -0.987
H 2.07220 2.01193 -1.17016 -0.19 -0.08 -0.18 0.498
H 2.87656 1.86839 0.07359 0.25 -0.07 -0.16 0.487
O -2.44836 1.96312 1.84191 -0.33 0.08 -0.17 -0.968
H -2.88996 2.09548 0.99763 -0.13 0.04 -0.01 0.475
H -1.78453 2.66181 1.84762 0.31 -0.15 0.04 0.497
O 3.65726 -0.25935 -0.56175 0.38 0.72 -0.57 -0.973
H 3.25332 -0.85058 0.06876 -0.42 -0.46 0.38 0.492
H 3.08352 -0.34182 -1.33498 0.15 0.12 0.13 0.470
O 1.28129 0.72113 -2.66986 -0.01 0.94 0.07 -1.001
H 0.87270 1.22983 -3.38607 0.10 -0.05 0.26 0.491
H 1.27559 -0.17817 -2.99920 -0.37 -0.77 -0.15 0.507
O -2.15579 -2.40075 -0.56356 -0.98 -0.67 -0.59 -0.979
H -1.50360 -1.82332 -0.19417 0.89 0.85 0.54 0.497
H -2.67663 -2.73574 0.17354 0.13 -0.03 -0.07 0.477
O -0.75171 3.60974 -0.98188 0.36 0.31 0.25 -0.953
H -0.01047 4.10464 -0.58379 -0.44 -0.40 -0.24 0.481
H -0.49705 2.68951 -0.85934 0.12 -0.03 0.12 0.472

No. 2
39
Properties=species:S:1:pos:R:3:forces:R:3:nbo_charge:R:1 method="wB97M-V/def2-TZVPD" orbital_gap_ha=0.3781 total_energy_ha=-993.6941 homo_energy_ev=-10.378 molar_mass_da=234.2 relative_energy_ev=2.152
O 0.04172 -0.62221 -2.69323 1.69 -0.27 -2.18 -0.951
H 0.13972 -0.52321 -1.78023 0.67 0.42 2.61 0.481
H -0.87528 -0.64021 -2.81423 -2.20 -0.08 -0.48 0.465
O 0.58672 0.32279 0.00677 1.44 -0.05 -1.46 -0.988
H 0.21772 1.19079 0.06777 -0.67 0.63 0.24 0.497
H 0.09472 -0.28421 0.51177 -1.06 -1.24 1.12 0.489
O -0.31728 -1.56821 1.87377 -0.50 2.26 -0.23 -0.960
H -0.01728 -0.88421 2.49177 0.03 -0.38 0.00 0.499
H 0.01772 -2.37421 2.19277 0.86 -1.70 0.60 0.501
O 1.87472 -2.57521 -0.00423 1.30 -0.83 0.81 -0.976
H 2.15472 -3.48821 0.24077 -0.37 1.01 -0.51 0.463
H 0.99272 -2.67821 -0.37123 -0.37 -0.35 -0.25 0.499
O 3.30472 0.70779 0.05677 0.64 0.83 1.07 -0.978
H 2.39872 0.75279 0.39877 0.17 -0.46 -0.61 0.495
H 3.29172 0.37879 -0.83023 -0.42 -0.43 -0.56 0.469
O -0.54828 -3.26521 -0.74423 -0.79 0.58 -0.19 -0.951
H -1.13328 -2.50321 -0.91523 0.37 -0.28 0.13 0.489
H -0.89528 -3.94221 -1.32423 0.07 -0.33 -0.19 0.488
O -1.57528 2.14479 -0.37623 0.25 -0.24 -1.28 -0.992
H -1.33028 3.03679 -0.65623 -0.28 0.27 0.48 0.513
H -1.86928 2.20779 0.51177 -0.50 0.38 1.32 0.503
O -2.55228 -0.54021 -0.99123 1.27 -0.23 -0.08 -0.987
H -2.42028 0.40779 -1.06923 0.03 0.39 0.07 0.508
H -3.44428 -0.72321 -1.22223 -1.27 -0.01 -0.36 0.481
O -0.59728 2.22379 -2.89023 -2.08 2.77 0.41 -0.957
H -1.01528 2.03979 -2.04423 0.03 -0.30 -0.42 0.460
H 0.00172 1.54679 -2.99223 2.22 -2.69 -0.55 0.481
O 1.25472 2.81779 0.63777 -0.10 0.52 -1.54 -0.976
H 1.50672 3.04279 -0.30723 0.02 -0.29 1.78 0.512
H 1.87372 3.23579 1.23877 0.54 0.04 -0.23 0.503
O 2.68572 -1.73821 2.58977 0.80 -0.57 1.88 -0.959
H 3.09272 -2.60821 2.74477 -0.03 0.60 0.16 0.458
H 2.23272 -1.88421 1.78377 -0.73 0.06 -2.03 0.487
O -2.74728 -2.35421 1.14077 0.50 0.31 -0.14 -0.969
H -1.88728 -1.93421 1.38577 -0.87 -0.48 0.22 0.483
H -2.76928 -2.10421 0.20977 -0.39 -0.10 0.33 0.451
O -0.77328 4.54679 1.01077 -0.45 0.15 -0.03 -0.988
H -0.92028 4.75579 1.93477 -0.08 0.12 0.09 0.472
H -0.07528 3.87579 0.99677 0.27 -0.06 0.01 0.485